# 1
Density functional theory data (wB97M-V/def2-TZVPD) for 9 unconnected molecules or ions with the total composition C14H46O11.

Cartesian coordinates (Å):
1 O 23.7647 13.1381 6.6754
2 C 25.0909 12.6582 6.8998
3 C 25.0729 11.1946 7.3939
4 O 24.5373 11.1949 8.7574
5 H 23.2101 13.0539 7.4545
6 H 25.5420 12.6601 5.9076
7 H 25.4934 13.4454 7.5373
8 H 26.0806 10.8100 7.2367
9 H 24.4432 10.6202 6.7146
10 H 25.2227 11.4914 9.3606
11 O 15.6964 7.9258 10.8924
12 C 16.7500 8.3425 11.7491
13 C 18.0779 8.9622 11.1108
14 O 19.0125 9.4726 12.0179
15 H 14.8371 8.0286 11.3080
16 H 16.3498 9.0397 12.4853
17 H 16.9614 7.5918 12.5106
18 H 17.7404 9.7592 10.4482
19 H 18.5872 8.2302 10.4840
20 H 19.8646 9.4862 11.5759
21 C 31.2259 21.7877 11.7028
22 C 29.7755 21.6000 11.3876
23 O 29.5380 20.2251 11.0158
24 H 31.8934 21.5339 10.8793
25 H 31.4086 21.1074 12.5345
26 H 31.3464 22.8523 11.9032
27 H 29.3997 22.1821 10.5462
28 H 29.3987 21.8246 12.3855
29 H 29.1477 20.0565 10.1551
30 C 22.4964 18.5544 13.3610
31 C 22.0708 17.9943 11.9898
32 O 20.6626 18.2075 11.8761
33 H 21.9990 17.9310 14.1041
34 H 22.1977 19.5797 13.5795
35 H 23.5731 18.4879 13.5170
36 H 22.3726 16.9794 11.7305
37 H 22.6292 18.5150 11.2118
38 H 20.2699 17.4364 12.2918
39 C 19.3019 10.2256 0.3278
40 C 19.6692 10.5986 1.7577
41 O 20.4034 11.7808 1.6615
42 H 18.6118 10.9848 -0.0401
43 H 18.7720 9.2812 0.4524
44 H 20.1768 10.2464 -0.3220
45 H 20.3134 9.7738 2.0623
46 H 18.8071 10.6409 2.4234
47 H 20.4925 12.2297 2.5053
48 C 29.0972 15.3456 0.9363
49 O 30.2602 15.0592 0.1150
50 H 29.3159 15.5552 1.9834
51 H 28.6198 16.2188 0.4916
52 H 28.4599 14.4616 0.9582
53 H 29.8438 14.7330 -0.6862
54 C 32.5255 10.5033 6.0811
55 O 31.8537 9.9637 4.9763
56 H 32.1802 11.5346 6.1532
57 H 32.0248 10.1414 6.9791
58 H 33.6089 10.4853 6.1996
59 H 32.1877 10.2948 4.1393
60 C 27.4658 12.6593 14.3468
61 O 27.8304 12.6945 13.0026
62 H 28.3394 12.5624 14.9916
63 H 26.9422 13.5494 14.6955
64 H 26.9044 11.7876 14.6828
65 H 28.6502 13.1933 12.9746
66 C 26.5109 4.3989 8.6651
67 O 25.5698 3.4655 8.1453
68 H 26.9097 5.1542 7.9880
69 H 26.2513 4.9544 9.5662
70 H 27.2936 3.7008 8.9619
71 H 24.6860 3.7524 8.3866

Computed properties:
total charge = 0
Kohn-Sham gap = 10.36 eV
2S+1 = 1
E_HOMO = -10.1 eV
SMILES string = OCCO.OCCO.CCO.CCO.CCO.CO.CO.CO.CO
relative energy (zero: lowest compared OMol25 entry of this formula, charge and spin) = 305.8 kJ/mol

=====

# 2
Density functional theory data (wB97M-V/def2-TZVPD) for a molecular structure, C14H48CdN2O11.

Cartesian coordinates (Å):
1 O 1.7266 2.7876 -0.6572
2 H 1.8780 1.8766 -0.9194
3 H 1.0000 2.6954 -0.0366
4 H 1.4468 3.3494 -1.3837
5 Cd 3.8544 0.1032 -2.8321
6 C 2.5294 -0.6329 0.9467
7 C 1.6335 -0.5151 -0.2865
8 O 2.3184 0.1420 -1.3077
9 H 2.2063 -1.4013 1.6490
10 H 2.6407 0.3614 1.3791
11 H 3.5556 -0.8974 0.6918
12 H 0.6638 -0.1567 0.0591
13 H 1.2600 -1.4728 -0.6491
14 O 3.0871 2.9446 2.1865
15 H 2.6222 2.8598 3.0189
16 H 2.5754 3.5832 1.6899
17 O 5.3267 0.3064 -1.3542
18 H 6.2170 0.0106 -1.1642
19 H 5.1383 0.9527 -0.6737
20 O 1.4236 -2.5843 -3.2173
21 H 1.0391 -1.9764 -2.5857
22 H 0.7557 -3.2593 -3.3379
23 O 5.0851 2.4327 0.4636
24 H 4.3781 2.6189 1.0814
25 H 5.5311 3.2719 0.3492
26 O 4.1350 -2.0642 -2.4066
27 H 3.2227 -2.3370 -2.3084
28 H 4.5921 -2.8544 -2.6945
29 C -1.6493 1.4228 -2.1481
30 O -0.9569 1.8775 -1.0387
31 C -1.8803 1.9627 0.0836
32 C -1.1196 2.2148 1.3929
33 N -0.1223 3.3042 1.3385
34 C -0.6799 4.6295 1.1258
35 C 0.3305 5.7463 0.7641
36 O 1.6513 5.4884 1.1717
37 C 2.5832 6.4859 0.8751
38 H -0.9266 0.8354 -2.7145
39 H -1.8959 2.2668 -2.7924
40 H -2.5239 0.8239 -1.8943
41 H -2.4040 1.0416 0.3394
42 H -2.6503 2.7261 -0.0278
43 H -0.5643 1.2804 1.4744
44 H -1.6219 2.1477 2.3580
45 H 0.2876 3.3634 2.2597
46 H -0.9910 4.9463 2.1213
47 H -1.5547 4.6482 0.4758
48 H 0.1633 6.7142 1.2366
49 H 0.2523 5.8839 -0.3144
50 H 3.5745 6.1850 1.2140
51 H 2.4078 7.4519 1.3485
52 H 2.7340 6.7143 -0.1800
53 C -6.3292 -5.8703 -1.5212
54 O -5.1608 -5.4324 -0.7839
55 C -3.9198 -5.6966 -1.4594
56 C -2.8468 -5.3350 -0.4482
57 N -2.7020 -3.8993 -0.2354
58 C -1.4277 -3.4159 0.2482
59 C -1.5814 -2.0391 0.9683
60 O -2.6094 -2.0851 2.0202
61 C -2.1118 -2.6808 3.1789
62 H -6.1642 -6.8860 -1.8809
63 H -6.5046 -5.1837 -2.3494
64 H -7.1119 -6.0136 -0.7762
65 H -3.7365 -5.1139 -2.3621
66 H -3.8944 -6.7283 -1.8102
67 H -1.8814 -5.7304 -0.7641
68 H -2.9150 -5.8105 0.5302
69 H -3.3128 -3.6684 0.5351
70 H -0.6890 -3.2902 -0.5434
71 H -1.1276 -4.0559 1.0778
72 H -1.7058 -1.2400 0.2375
73 H -0.6140 -1.7622 1.3873
74 H -1.1237 -2.3809 3.5280
75 H -2.0951 -3.7677 3.0976
76 H -2.7217 -2.2200 3.9558

Computed properties:
total charge = +3
Kohn-Sham gap (spin up / spin down) = 6.03 / 4.75 eV
2S+1 = 2
⟨S²⟩ = 0.7541
E_HOMO (spin up / spin down) = -16.5 / -16.5 eV

=====

| no. | E_tot (Ha) |
| --- | --- |
| 1 | -1388.3757 |
| 2 | -1665.8888 |